# 1
The following is a quantum chemistry calculation of a 8-piece molecular cluster, C32H42BO22 overall in a non-equilibrium geometry, from the OMol25 dataset.

Each line ends with the Mulliken charge.
Atoms and positions in Å:
1 O -3.2204 0.7142 -0.9250  -0.6308
2 C -2.2731 0.0650 -0.6200  0.4700
3 O -1.3037 0.3834 0.2249  -0.6734
4 B -0.3346 -0.7557 0.2698  2.0064
5 O -0.8084 -1.6975 -0.7558  -0.6919
6 C -1.9778 -1.3170 -1.2153  0.3907
7 O -2.7019 -1.9230 -1.9379  -0.6375
8 O -0.2505 -1.3909 1.5831  -0.7867
9 C 0.9292 -1.1552 2.1325  0.6147
10 O 1.2313 -1.3965 3.2593  -0.6373
11 C 1.8300 -0.5609 1.0182  0.5511
12 O 1.0462 -0.3482 -0.0311  -0.4967
13 O 2.9837 -0.2651 1.1066  -0.5509
14 O 6.8294 -2.4339 5.6196  -0.5889
15 C 6.2997 -1.5703 4.9951  0.4684
16 O 5.2895 -1.8050 4.1194  -0.3770
17 C 4.9565 -0.6621 3.3073  0.2889
18 C 5.8402 0.4928 3.8110  -0.6283
19 C 6.6837 -0.1023 4.9379  -0.3028
20 H 3.9174 -0.4005 3.4731  -0.1337
21 H 5.1842 -0.9176 2.2810  0.2303
22 H 5.3591 1.4142 4.1343  0.2757
23 H 6.5130 0.8004 3.0074  0.3100
24 H 6.5227 0.3597 5.9095  0.2550
25 H 7.7391 -0.0528 4.6748  0.2149
26 O 1.5164 4.4411 -0.4563  -0.5574
27 C 1.2070 4.1886 0.6706  0.5083
28 O 2.1408 3.9439 1.6091  -0.4042
29 C 1.5693 3.3995 2.8188  -0.1107
30 C 0.0454 3.4205 2.6147  -0.6705
31 C -0.1950 3.9109 1.1875  0.3494
32 H 1.9215 3.9809 3.6689  0.2994
33 H 1.9825 2.3954 2.8964  0.0101
34 H -0.3817 4.1159 3.3378  0.2999
35 H -0.3812 2.4395 2.8135  0.3281
36 H -0.7304 4.8596 1.1444  0.3964
37 H -0.6998 3.2092 0.5341  -0.3976
38 O -7.8401 -0.1778 -6.2442  -0.5931
39 C -6.7704 -0.0643 -5.7340  0.5342
40 O -6.3680 -0.9376 -4.7857  -0.3920
41 C -5.0602 -0.5852 -4.2712  -0.3751
42 C -4.9039 0.8968 -4.5954  0.7519
43 C -5.7365 1.0487 -5.8849  -0.6490
44 H -4.3434 -1.2310 -4.7842  0.1917
45 H -5.0229 -0.8867 -3.2275  0.2480
46 H -3.8552 0.9859 -4.8942  -0.1442
47 H -5.1727 1.6257 -3.8388  -0.2328
48 H -5.0785 0.9818 -6.7427  0.3018
49 H -6.3643 1.9359 -5.8166  0.2768
50 O 0.5104 4.0369 -3.4144  -0.5821
51 C 0.3314 2.8657 -3.5729  0.1221
52 O 0.1422 2.2585 -4.7717  -0.4107
53 C -0.0909 0.8560 -4.5740  -0.1519
54 C 0.6259 0.5295 -3.2745  0.1552
55 C 0.4387 1.8050 -2.4821  0.8900
56 H 0.2981 0.2631 -5.3997  0.3955
57 H -1.1736 0.6971 -4.5363  -0.1118
58 H 1.6834 0.3025 -3.4463  0.2186
59 H 0.3292 -0.4111 -2.8040  -0.3664
60 H 1.1971 2.0916 -1.7651  0.4023
61 H -0.5601 1.8640 -2.0255  -0.6158
62 O 3.7057 -3.2556 7.3498  -0.5571
63 C 2.5631 -3.3903 7.0123  0.2661
64 O 1.6709 -4.1091 7.7273  -0.3817
65 C 0.4141 -4.2348 7.0585  -0.4037
66 C 0.5628 -3.5127 5.7047  -0.3647
67 C 1.9082 -2.7833 5.7878  0.3055
68 H -0.3881 -3.7845 7.6475  0.2527
69 H 0.1656 -5.2908 6.9477  0.2519
70 H -0.2745 -2.8378 5.5445  0.2308
71 H 0.5950 -4.2273 4.8830  0.2407
72 H 1.8187 -1.7043 5.9152  0.1285
73 H 2.5342 -2.8917 4.9080  0.0810
74 O 2.8000 -4.1871 -3.8882  -0.6011
75 C 2.3414 -4.4625 -2.8194  0.3258
76 O 2.4987 -5.6778 -2.2513  -0.3617
77 C 1.6841 -5.8333 -1.0863  -0.4663
78 C 1.2126 -4.4045 -0.6823  -0.2628
79 C 1.5399 -3.5583 -1.8981  0.3125
80 H 2.3266 -6.2333 -0.3068  0.2987
81 H 0.8665 -6.5184 -1.3022  0.2238
82 H 1.8880 -4.1517 0.1367  0.1074
83 H 0.1965 -4.4089 -0.3033  0.3325
84 H 2.2914 -2.7985 -1.6711  0.0343
85 H 0.6827 -3.1360 -2.4114  0.0420
86 O -6.4316 4.3971 -1.9936  -0.6143
87 C -5.2956 4.2458 -2.3474  0.4815
88 O -4.8948 4.6225 -3.5829  -0.4044
89 C -3.4899 4.3671 -3.8499  -0.6153
90 C -3.0264 3.4327 -2.7092  0.7317
91 C -4.1231 3.5971 -1.6490  -0.4977
92 H -3.0549 5.3651 -3.8821  0.2907
93 H -3.5046 3.8842 -4.8241  0.2680
94 H -2.0522 3.6659 -2.2941  0.3003
95 H -3.0533 2.4380 -3.1541  -0.4144
96 H -3.7050 4.1842 -0.8309  0.4911
97 H -4.4679 2.6614 -1.2184  0.0935

Summary:
- Charge: -1
- E_HOMO: -0.304 Ha
- Energy above the lowest of the compared OMol25 structures with the same formula, charge and spin: 0.00 kcal per mole
- HOMO-LUMO gap: 10.274 eV
- Calculated total energy: -79596.6483 eV



# 2
The following is a quantum chemistry calculation of the molecule C5H8N2 in a non-equilibrium geometry, from the OMol25 dataset.

Each line ends with the Mulliken charge.
Atoms and positions in Å:
1 C -0.1789 -1.5423 0.4487  -0.4304
2 C 1.1991 1.1752 0.6655  -1.0177
3 C 0.7330 -0.9604 -0.5925  -0.2898
4 C 1.0394 0.3495 -0.5787  -0.2545
5 N -1.4750 -0.9361 0.2716  -0.3900
6 N -2.3953 1.1299 -0.4956  -0.5253
7 C -1.7323 0.1257 -0.2879  0.5062
8 H -3.1158 1.1827 -1.1939  0.2729
9 H 0.1800 -1.3115 1.4584  0.2483
10 H -0.3005 -2.6208 0.3196  0.3068
11 H 0.8455 -1.5307 -1.5045  0.3197
12 H 1.4996 0.7647 -1.4667  0.3497
13 H 1.3718 2.2164 0.4035  0.3317
14 H 0.2974 1.1300 1.2740  0.2954
15 H 2.0320 0.8278 1.2786  0.2769

Summary:
- E_HOMO: -0.339 Ha
- SMILES string: C/C=C\CN=C=N
- Energy above the lowest of the compared OMol25 structures with the same formula, charge and spin: 49.56 kcal per mole
- HOMO-LUMO gap: 10.121 eV
- Calculated total energy: -8292.8474 eV